Record 1
The following is a DFT calculation (ωB97M-V with the def2-TZVPD basis set) of C32H32BrN4O2Re as an isolated structure.

```
72
Properties=species:S:1:pos:R:3:mulliken_spin:R:1
Re -0.341 -0.402 0.001 0.952
C -0.257 -3.174 3.553 0.012
C -0.995 -2.510 2.379 -0.047
C -2.117 -3.432 1.910 0.005
C 0.053 -2.186 1.287 0.152
C 0.174 -3.028 0.127 -0.034
C 1.380 -3.207 -0.522 0.003
C 2.561 -2.598 -0.060 -0.012
C 3.876 -2.889 -0.689 0.001
C 2.466 -1.730 1.040 0.016
C 1.266 -1.517 1.688 -0.060
H -0.979 -3.455 4.319 0.002
H 0.478 -2.518 4.016 0.001
H 0.248 -4.084 3.222 -0.001
H -1.416 -1.566 2.747 0.002
H -1.746 -4.452 1.797 0.000
H -2.581 -3.135 0.971 0.000
H -2.895 -3.464 2.671 -0.001
H -0.705 -3.560 -0.215 -0.002
H 1.435 -3.883 -1.367 0.002
H 4.368 -1.966 -1.003 0.000
H 3.783 -3.553 -1.544 0.000
H 4.534 -3.362 0.046 0.001
H 3.362 -1.245 1.411 0.000
H 1.250 -0.906 2.585 -0.002
O -0.277 1.855 -3.229 0.001
C 0.302 1.096 -4.214 -0.001
C 0.378 1.622 -5.494 0.001
C 0.985 0.885 -6.499 -0.001
C 1.505 -0.379 -6.247 0.000
C 1.435 -0.899 -4.968 -0.002
C 0.848 -0.168 -3.938 0.003
C 0.968 -0.646 -2.532 0.026
O -0.308 -0.721 -1.825 0.022
N 1.863 0.194 -1.740 -0.003
N 1.269 0.623 -0.555 -0.087
C 1.750 1.707 0.016 0.046
C 1.139 2.355 1.094 -0.011
Br -0.576 1.623 1.507 -0.002
C 1.657 3.512 1.647 0.002
C 1.265 4.377 2.688 0.003
C 0.203 4.155 3.599 0.004
C -0.105 5.101 4.543 0.000
C 0.630 6.291 4.607 0.005
C 1.690 6.528 3.740 -0.001
C 2.014 5.576 2.800 0.004
H -0.846 1.297 -2.693 0.001
H -0.054 2.593 -5.689 0.000
H 1.040 1.298 -7.498 0.000
H 1.964 -0.947 -7.043 0.000
H 1.850 -1.878 -4.756 0.000
H 1.300 -1.693 -2.510 -0.007
H 2.236 0.955 -2.300 -0.002
H 2.662 2.137 -0.392 -0.003
H 2.569 3.812 1.134 -0.001
H -0.351 3.228 3.595 -0.001
H -0.904 4.930 5.250 0.000
H 0.374 7.030 5.356 0.000
H 2.257 7.446 3.809 0.000
H 2.844 5.744 2.124 0.000
N -7.777 -1.509 -0.595 0.010
C -6.643 -1.361 -0.504 -0.003
C -5.230 -1.176 -0.385 0.014
C -4.363 -1.618 -1.384 -0.005
C -3.009 -1.418 -1.233 0.020
N -2.476 -0.812 -0.153 -0.039
C -3.324 -0.389 0.809 0.020
C -4.688 -0.549 0.737 -0.007
H -4.740 -2.109 -2.270 0.000
H -2.321 -1.748 -1.998 0.001
H -2.885 0.070 1.684 0.001
H -5.321 -0.195 1.538 0.000
```

Values from the calculation:
LUMO level (alpha / beta) in eV: -11.34 / -11.27
ΔE to the lowest compared entry with this formula, charge and spin in eV: 1.559
<S²>: 0.7594
Orbital gap (alpha / beta) in hartree: 0.1705 / 0.1731
Spin multiplicity: 2
Net charge: +3
Total energy in Eh: -4259.310977

Record 2
The following is a DFT calculation (ωB97M-V with the def2-TZVPD basis set) of C9H9MnO6 as an isolated structure at a distorted geometry.

```
25
Properties=species:S:1:pos:R:3:mulliken_spin:R:1
O -0.003 2.240 -5.278 0.000
C -0.019 2.200 -4.127 0.003
Mn -0.048 -0.053 -0.021 4.383
C -0.186 0.502 1.726 0.015
O -0.168 0.655 2.873 0.126
C -0.046 -1.789 -0.075 0.014
O 0.008 -2.946 0.034 0.142
C 1.748 0.096 -0.360 -0.054
O 2.912 -0.013 -0.445 0.112
C -1.869 0.005 -0.318 -0.008
O -3.002 -0.113 -0.457 0.099
H 0.029 -0.276 -1.585 0.128
C 1.534 -1.847 4.019 0.004
C 2.957 -1.491 3.585 0.005
C 2.691 -0.585 2.380 0.005
O 1.618 -1.315 1.683 0.026
C 0.926 -2.192 2.648 0.013
H 1.440 -2.715 4.680 -0.001
H 0.988 -0.963 4.401 0.000
H 3.428 -2.378 3.123 -0.001
H 3.581 -0.981 4.325 0.000
H 2.346 0.435 2.648 -0.005
H 3.508 -0.463 1.653 0.001
H 1.155 -3.214 2.300 0.002
H -0.172 -2.092 2.591 -0.009
```

Values from the calculation:
LUMO level (alpha / beta) in eV: -4.05 / -7.28
ΔE to the lowest compared entry with this formula, charge and spin in eV: 1.118
<S²>: 8.7820
Orbital gap (alpha / beta) in hartree: 0.2485 / 0.2603
Spin multiplicity: 6
Net charge: +1
Total energy in Eh: -1950.251894

Record 3
The following is a DFT calculation (ωB97M-V with the def2-TZVPD basis set) of C42H41N2O4PRb as an isolated structure.

```
91
Properties=species:S:1:pos:R:3:mulliken_charge:R:1
Rb 0.109 -0.977 -0.304 0.632
C 0.385 -3.735 2.387 -0.529
C 0.325 -4.199 0.948 -0.431
O 1.257 -3.503 0.135 0.041
C 2.582 -3.952 0.182 -0.640
C 3.423 -2.951 -0.595 -0.334
O 3.294 -1.631 -0.106 0.272
C 3.968 -1.381 1.107 -0.696
C 3.311 -0.200 1.797 -0.652
O 1.993 -0.486 2.220 0.610
C 1.889 -1.246 3.397 -0.639
C 0.434 -1.659 3.546 -0.710
O -0.029 -2.380 2.427 -0.022
H 1.394 -3.838 2.805 0.378
H -0.290 -4.350 2.999 0.423
H -0.662 -3.962 0.514 -0.143
H 0.475 -5.284 0.877 0.360
H 2.681 -4.942 -0.288 0.432
H 2.934 -4.051 1.219 0.363
H 3.073 -2.916 -1.628 -0.217
H 4.476 -3.267 -0.599 0.343
H 5.025 -1.149 0.912 0.398
H 3.944 -2.262 1.758 0.406
H 3.215 0.636 1.103 -0.188
H 3.930 0.117 2.649 0.384
H 2.193 -0.652 4.273 0.373
H 2.541 -2.127 3.359 0.377
H -0.189 -0.765 3.610 0.157
H 0.302 -2.233 4.473 0.366
C 3.666 -2.246 -4.851 -0.577
C 2.636 -3.154 -5.063 -0.530
C 1.397 -2.952 -4.474 -0.369
C 1.207 -1.828 -3.676 0.153
C 2.219 -0.896 -3.482 -0.195
C 3.459 -1.124 -4.061 -0.390
N -0.078 -1.561 -3.077 -0.064
N -0.598 -2.574 -2.576 -0.125
C -1.949 -2.335 -2.037 -0.012
C -2.775 -1.499 -2.795 -0.448
C -4.069 -1.286 -2.353 -0.530
C -4.478 -1.896 -1.170 -0.508
C -3.603 -2.705 -0.455 -0.505
C -2.283 -3.005 -0.857 -0.377
H 4.632 -2.409 -5.314 0.375
H 2.800 -4.023 -5.689 0.353
H 0.583 -3.653 -4.596 0.433
H 2.037 -0.016 -2.874 0.316
H 4.260 -0.415 -3.897 0.432
H -2.409 -1.016 -3.693 0.332
H -4.743 -0.648 -2.912 0.371
H -5.490 -1.735 -0.808 0.378
H -3.986 -3.133 0.473 0.349
C -0.789 3.165 4.961 -0.551
C 0.198 2.510 4.236 -0.519
C -0.056 2.076 2.943 -0.635
C -1.301 2.301 2.354 0.236
C -2.280 2.970 3.082 -0.220
C -2.028 3.393 4.380 -0.704
P -1.453 1.735 0.613 1.664
C -3.257 1.851 0.317 0.088
C -4.108 1.228 1.232 -0.682
C -5.466 1.120 0.988 -0.855
C -6.003 1.613 -0.193 -0.459
C -5.165 2.205 -1.125 -0.725
C -3.806 2.323 -0.874 -0.526
C -0.755 3.223 -0.206 0.398
C -1.469 4.393 -0.263 -0.238
C -0.933 5.540 -0.879 -0.955
C 0.320 5.487 -1.419 -0.841
C 1.097 4.306 -1.343 1.231
C 2.410 4.283 -1.870 -1.122
C 3.163 3.152 -1.739 -1.237
C 2.634 2.017 -1.077 -0.456
C 1.361 1.934 -0.540 0.108
C 0.582 3.135 -0.713 -0.382
H -0.594 3.501 5.972 0.359
H 1.174 2.337 4.675 0.432
H 0.717 1.577 2.371 0.343
H -3.249 3.158 2.635 0.404
H -2.801 3.910 4.934 0.404
H -3.702 0.805 2.145 0.516
H -6.101 0.630 1.716 0.383
H -7.063 1.518 -0.394 0.370
H -5.565 2.573 -2.062 0.410
H -3.168 2.775 -1.621 0.467
H -2.463 4.447 0.165 0.438
H -1.516 6.453 -0.920 0.405
H 0.747 6.362 -1.900 0.332
H 2.799 5.169 -2.361 0.292
H 4.172 3.126 -2.142 0.416
H 3.303 1.154 -1.017 0.437
```

Values from the calculation:
LUMO level in eV: 1.82
ΔE to the lowest compared entry with this formula, charge and spin in eV: 0.014
Orbital gap in hartree: 0.2023
Net charge: -1
Total energy in Eh: -2400.844714

Record 4
The following is a DFT calculation (ωB97M-V with the def2-TZVPD basis set) of a 2-piece molecular cluster, C4H10N2 overall at a distorted geometry.

```
16
Properties=species:S:1:pos:R:3:mulliken_charge:R:1
C 1.608 -1.584 -0.604 -0.762
C 1.566 -0.959 0.563 0.047
N 1.341 0.425 0.769 -0.416
H 1.457 -1.091 -1.551 0.231
H 1.899 -2.633 -0.705 0.227
H 1.630 -1.484 1.550 0.262
H 1.413 0.950 -0.094 0.185
H 1.895 0.807 1.522 0.222
C -1.556 -0.419 0.205 -0.886
C -1.744 0.595 -0.642 0.070
N -1.320 1.885 -0.357 -0.443
H -1.194 -0.278 1.208 0.256
H -1.779 -1.447 -0.053 0.267
H -2.319 0.500 -1.553 0.332
H -1.155 2.091 0.613 0.200
H -1.742 2.643 -0.871 0.206
```

Values from the calculation:
LUMO level in eV: 1.18
ΔE to the lowest compared entry with this formula, charge and spin in eV: 1.773
Orbital gap in hartree: 0.3313
SMILES: C=CN.C=CN
Total energy in Eh: -267.860156

Record 5
The following is a DFT calculation (ωB97M-V with the def2-TZVPD basis set) of a 5-piece molecular cluster, C5H21NO4S overall at a distorted geometry.

```
32
Properties=species:S:1:pos:R:3:mulliken_charge:R:1
C -1.138 -1.582 0.160 -0.894
C -1.411 -1.762 -1.352 -0.712
S -0.477 -0.823 -2.553 -0.237
C -0.384 -0.310 0.561 -0.058
N -1.127 0.934 0.826 0.018
C -0.283 1.780 1.652 -1.130
C -2.411 0.731 1.470 -1.155
H -2.097 -1.807 0.626 0.432
H -0.501 -2.367 0.549 0.344
H -2.465 -1.665 -1.585 0.394
H -1.247 -2.815 -1.570 0.390
H 0.791 -1.118 -2.236 0.092
H 0.210 -0.604 1.440 0.314
H 0.327 -0.088 -0.235 -0.012
H -0.753 2.757 1.791 0.388
H 0.695 1.863 1.173 0.238
H -0.077 1.337 2.641 0.456
H -2.368 0.393 2.516 0.302
H -3.055 0.122 0.849 0.372
H -2.939 1.688 1.506 0.360
H -0.832 2.045 -0.570 0.537
H -0.746 2.394 -2.046 0.310
O -0.364 2.646 -1.183 -0.774
H 2.768 -2.999 0.536 0.273
H 1.418 -3.117 -0.036 0.332
O 1.845 -3.035 0.827 -0.594
H 2.645 2.571 -0.509 0.309
H 1.451 2.287 -1.369 0.324
O 2.353 1.952 -1.189 -0.636
H 3.270 0.264 -1.178 0.321
H 3.639 -0.955 -0.324 0.294
O 3.265 -0.720 -1.187 -0.597
```

Values from the calculation:
LUMO level in eV: 0.53
ΔE to the lowest compared entry with this formula, charge and spin in eV: 0.000
Orbital gap in hartree: 0.3494
SMILES: CN(C)CCCS.O.O.O.O
Total energy in Eh: -956.977278

Record 6
The following is a DFT calculation (ωB97M-V with the def2-TZVPD basis set) of one molecule with the formula C12H18N4O2S2 at a distorted geometry.

```
38
Properties=species:S:1:pos:R:3:mulliken_charge:R:1
C -4.873 0.659 1.758 -1.155
C -4.947 0.247 0.293 -0.408
C -3.847 -0.736 -0.112 -0.950
C -2.454 -0.109 -0.117 -0.460
C -2.265 0.838 -1.263 0.486
O -3.045 1.042 -2.157 -0.623
N -1.051 1.528 -1.293 -0.077
C -0.001 1.485 -0.439 0.521
N 0.078 0.802 0.656 0.064
N 1.236 0.921 1.282 -0.884
C 2.076 1.700 0.705 0.526
S 3.674 2.006 1.322 -0.153
C 4.610 1.671 -0.214 -0.688
H 4.541 2.529 -0.883 0.343
H 5.646 1.538 0.096 0.409
C 4.100 0.426 -0.940 0.457
O 3.977 0.413 -2.145 -0.651
N 3.825 -0.614 -0.133 -0.194
C 3.214 -1.816 -0.603 -0.153
C 1.949 -2.292 0.050 -0.463
C 3.239 -3.028 0.269 -0.713
H 3.372 -3.991 -0.198 0.248
H 3.709 -2.945 1.237 0.238
H 1.194 -2.745 -0.573 0.228
H 1.551 -1.706 0.866 0.269
H 3.329 -1.914 -1.675 0.437
H 3.891 -0.498 0.869 0.298
S 1.456 2.419 -0.790 -0.227
H -0.948 2.132 -2.101 0.226
H -2.254 0.419 0.816 0.401
H -1.686 -0.881 -0.200 0.295
H -4.063 -1.110 -1.114 0.336
H -3.850 -1.582 0.577 0.411
H -5.914 -0.228 0.111 0.353
H -4.890 1.129 -0.345 0.288
H -4.899 -0.218 2.402 0.282
H -3.963 1.214 1.972 0.327
H -5.719 1.294 2.012 0.356
```

Values from the calculation:
LUMO level in eV: 0.24
ΔE to the lowest compared entry with this formula, charge and spin in eV: 0.000
Orbital gap in hartree: 0.3411
SMILES: CCCCC(=O)Nc1nnc(SCC(=O)NC2CC2)s1
Total energy in Eh: -1633.928225

total energy of number 6 (C12H18N4O2S2)?
-1633.928225 Eh

Please write out number 5 again, unchanged.
The following is a DFT calculation (ωB97M-V with the def2-TZVPD basis set) of a 5-piece molecular cluster, C5H21NO4S overall at a distorted geometry.

```
32
Properties=species:S:1:pos:R:3:mulliken_charge:R:1
C -1.138 -1.582 0.160 -0.894
C -1.411 -1.762 -1.352 -0.712
S -0.477 -0.823 -2.553 -0.237
C -0.384 -0.310 0.561 -0.058
N -1.127 0.934 0.826 0.018
C -0.283 1.780 1.652 -1.130
C -2.411 0.731 1.470 -1.155
H -2.097 -1.807 0.626 0.432
H -0.501 -2.367 0.549 0.344
H -2.465 -1.665 -1.585 0.394
H -1.247 -2.815 -1.570 0.390
H 0.791 -1.118 -2.236 0.092
H 0.210 -0.604 1.440 0.314
H 0.327 -0.088 -0.235 -0.012
H -0.753 2.757 1.791 0.388
H 0.695 1.863 1.173 0.238
H -0.077 1.337 2.641 0.456
H -2.368 0.393 2.516 0.302
H -3.055 0.122 0.849 0.372
H -2.939 1.688 1.506 0.360
H -0.832 2.045 -0.570 0.537
H -0.746 2.394 -2.046 0.310
O -0.364 2.646 -1.183 -0.774
H 2.768 -2.999 0.536 0.273
H 1.418 -3.117 -0.036 0.332
O 1.845 -3.035 0.827 -0.594
H 2.645 2.571 -0.509 0.309
H 1.451 2.287 -1.369 0.324
O 2.353 1.952 -1.189 -0.636
H 3.270 0.264 -1.178 0.321
H 3.639 -0.955 -0.324 0.294
O 3.265 -0.720 -1.187 -0.597
```

Values from the calculation:
LUMO level in eV: 0.53
ΔE to the lowest compared entry with this formula, charge and spin in eV: 0.000
Orbital gap in hartree: 0.3494
SMILES: CN(C)CCCS.O.O.O.O
Total energy in Eh: -956.977278